This record from OMol25 describes a 14-piece molecular cluster, C5H36NO15 overall in a non-equilibrium geometry. The level of theory is wB97M-V/def2-TZVPD.

Each line ends with the Löwdin charge.
Geometry (Å):
O: -0.480 0.779 -2.917  0.086
C: 0.231 -0.171 -3.065  -0.500
O: -0.083 -1.244 -3.869  0.097
C: 1.621 -0.460 -2.648  -0.053
C: 1.610 -0.717 -1.101  -0.167
C: 0.405 -1.289 -0.498  -0.068
C: -0.693 -0.554 -0.234  -0.099
N: -1.959 -0.929 0.382  0.172
H: -0.950 -1.086 -4.327  0.152
H: 1.964 -1.340 -3.221  0.130
H: 2.384 0.461 -2.750  0.169
H: 2.515 -1.237 -0.661  0.150
H: 1.720 0.277 -0.668  0.063
H: 0.284 -2.378 -0.430  0.136
H: -0.570 0.574 -0.539  0.124
H: -2.644 -1.527 -0.159  0.109
H: -2.444 0.002 0.621  0.138
H: -1.711 -1.515 1.257  0.169
H: -1.609 -3.890 3.032  0.009
H: -0.588 -2.731 2.969  -0.081
O: -1.071 -3.337 2.567  0.050
H: 2.338 -4.081 2.152  0.016
H: 3.178 -4.695 1.078  -0.009
O: 3.010 -3.919 1.514  0.000
H: 1.781 1.956 -0.176  -0.027
H: 2.417 2.715 0.817  0.097
O: 2.662 1.954 0.187  -0.081
H: -0.126 1.888 0.326  -0.023
H: -0.303 2.795 1.643  0.022
O: 0.056 2.027 1.270  -0.056
H: -4.908 0.035 -0.167  0.087
H: -4.187 1.155 -0.983  -0.013
O: -4.201 0.716 -0.163  -0.035
H: 0.654 -0.148 3.009  0.050
H: 0.789 -1.105 4.271  0.031
O: 0.135 -0.788 3.576  -0.115
H: -1.375 3.223 -1.284  0.025
H: 0.101 3.146 -1.708  0.093
O: -0.519 3.171 -0.921  -0.032
H: 3.159 2.747 -3.815  -0.029
H: 2.253 3.767 -3.348  -0.012
O: 2.329 2.926 -3.623  0.069
H: 3.797 0.176 1.679  0.012
H: 3.705 1.303 2.681  0.024
O: 3.761 0.380 2.585  0.006
H: -2.087 1.172 -2.754  -0.024
H: -3.239 2.086 -3.030  0.019
O: -2.992 1.356 -2.558  0.007
H: 2.349 -2.349 4.035  0.031
H: 3.059 -1.098 3.836  0.021
O: 2.483 -1.523 4.477  -0.030
H: -2.432 2.192 1.563  -0.005
H: -2.053 2.134 3.049  0.042
O: -2.658 1.799 2.390  -0.031
H: -3.836 -2.342 -1.868  0.077
H: -3.635 -0.871 -1.900  -0.096
O: -3.398 -1.586 -1.579  0.104

* electronic energy: -37963.15877 eV
* total charge: +1
* energy above the lowest of the compared OMol25 structures with the same formula, charge and spin: 488.50 kJ/mol
* multiplicity: 1